(1)
8 unconnected molecules or ions with the total composition C36H85BN7O35P8S2 in a non-equilibrium geometry, computed with the ωB97M-V functional and the def2-TZVPD basis.

XYZ file:
```
174
C36H85BN7O35P8S2 the ωB97M-V functional and the def2-TZVPD basis
S -4.017 -3.835 -1.442
S -1.202 -0.661 1.851
P 8.442 2.485 -4.153
P 6.342 5.409 -10.315
P -2.491 4.212 2.818
P 2.975 2.568 13.563
P 4.126 -3.102 -3.349
P 2.317 -2.882 8.935
P -12.096 -3.707 -0.969
P -5.025 0.092 -6.925
O 6.856 2.350 -3.477
O 2.500 -6.304 -1.699
O 1.257 2.729 13.676
O -1.830 -3.455 2.803
O 5.302 -3.530 -2.139
O -3.737 3.249 2.326
O -6.282 0.000 -6.048
O -3.160 4.262 4.412
O -10.809 -3.509 0.170
O 5.686 5.705 -11.800
O 4.756 5.274 -9.638
O 7.929 5.543 -10.991
O 2.829 1.059 13.797
O -11.670 -2.397 -1.646
O 1.941 -1.405 8.754
O 4.694 2.408 13.451
O -13.195 -3.394 0.223
O -1.821 4.163 1.223
O -2.866 5.690 2.637
O -13.384 -3.905 -2.107
O 0.299 -5.949 -2.924
O 1.647 -2.832 10.529
O 2.986 -2.931 7.340
O 8.670 0.978 -3.972
O 10.029 2.619 -4.830
O 3.141 3.349 15.008
O 1.070 -3.845 8.443
O 3.992 -4.363 -4.320
O 7.786 2.781 -5.638
O 4.652 -1.768 -4.392
O 6.570 3.902 -10.133
O -4.597 -1.511 -6.436
O -5.454 1.695 -7.413
O -5.785 -1.504 -2.015
O -5.356 -0.461 -8.444
N -6.482 -2.605 -0.006
N 0.683 -1.535 -1.417
N -7.297 -1.485 -0.279
N 0.342 -2.757 3.521
N 2.560 -2.696 -2.520
N 2.777 -0.023 -2.426
N 0.139 -4.048 4.017
C 0.218 -2.980 -1.332
C 2.170 -2.557 6.242
C 0.232 -0.174 0.747
C -2.637 4.537 0.125
C 2.496 -2.232 11.489
C -6.941 -0.717 -1.542
C -1.213 -4.572 3.582
C 3.691 0.299 -1.455
C -5.048 3.470 2.827
C -1.143 -3.662 -0.720
C -6.725 1.915 -8.004
C -5.966 -1.731 -8.622
C -0.873 -2.308 2.726
C 8.397 2.250 -6.806
C -4.009 -1.581 -5.152
C 11.064 2.630 -3.866
C 8.964 5.555 -10.027
C -2.312 4.862 5.372
C -0.240 -3.624 8.945
C -14.336 -2.863 -2.254
C -9.539 -3.880 -0.331
C 0.567 2.352 12.499
C -2.505 -2.777 -0.951
C -12.911 -2.417 1.214
C 2.645 -6.243 -0.235
C 2.206 3.120 16.052
C 5.937 1.439 -4.059
C 2.032 -1.303 -2.122
C 5.399 1.805 14.524
C -0.065 -0.329 -0.871
C -5.468 -2.653 -1.130
C 3.380 1.605 -0.458
C 6.297 5.174 -12.967
C 1.523 -3.717 -2.065
C 5.134 -0.455 -1.189
C 3.837 4.363 -10.220
B 1.472 -5.355 -2.195
H -7.531 1.424 -7.454
H 5.096 -1.310 -0.391
H -15.038 -2.877 -1.416
H -0.956 -3.966 8.195
H 1.472 -3.363 6.002
H -9.206 -3.170 -1.089
H -6.719 1.572 -9.042
H 2.819 -2.400 5.375
H 1.391 3.838 15.967
H -3.187 5.463 0.311
H 3.617 -6.884 0.025
H -0.941 -3.957 0.401
H 2.822 -5.118 0.061
H -5.763 3.128 2.078
H 1.762 -6.755 0.360
H 2.711 3.285 17.006
H -2.732 4.702 6.364
H -12.410 -2.896 2.055
H -6.918 2.992 -8.003
H 0.997 2.869 11.632
H -0.063 -6.692 -2.351
H 3.007 4.226 -9.521
H -1.321 -4.695 -1.291
H -3.621 -2.588 -4.995
H 2.367 1.510 0.119
H 2.075 -2.392 12.481
H 4.922 0.885 14.870
H 9.124 2.968 -7.187
H -0.430 -2.566 9.150
H -13.867 -1.879 -2.330
H 4.221 1.732 0.378
H -6.536 -1.710 -9.552
H 7.624 2.109 -7.563
H 12.002 2.884 -4.358
H 6.244 -3.507 -2.508
H 5.672 -0.812 -2.189
H -4.750 -1.362 -4.381
H 0.406 0.994 0.924
H 7.024 5.892 -13.348
H 8.879 1.286 -6.616
H -0.479 2.640 12.596
H -3.335 3.731 -0.115
H -14.899 -3.045 -3.174
H 5.107 1.301 -3.360
H 0.440 0.621 -1.382
H 6.405 1.557 14.173
H -1.755 -5.598 3.764
H -5.190 -2.491 -8.713
H -1.988 4.694 -0.742
H 3.316 2.624 -1.072
H -5.189 2.878 3.731
H -3.179 -0.867 -5.080
H 3.491 -2.692 11.448
H 4.286 3.386 -10.413
H -7.459 0.243 -2.001
H 1.815 2.098 16.038
H 6.386 0.462 -4.252
H -13.856 -2.003 1.568
H 5.524 5.033 -13.724
H 2.579 -1.160 11.306
H -6.647 -1.980 -7.802
H 8.752 6.309 -9.258
H -1.316 4.402 5.331
H 5.492 2.511 15.354
H -5.238 4.528 3.032
H 9.061 4.573 -9.561
H -12.297 -1.599 0.823
H -0.382 -4.216 9.849
H 6.779 4.210 -12.777
H -2.411 -1.975 -1.823
H 3.435 4.778 -11.148
H 3.896 -1.683 -5.049
H 1.621 -1.632 6.428
H -8.823 -3.885 0.491
H 5.535 1.854 -4.987
H -2.796 -2.302 0.086
H 11.161 1.648 -3.399
H -1.201 -0.293 -1.145
H 1.208 -0.788 0.966
H -9.587 -4.887 -0.764
H 0.628 1.273 12.351
H 5.856 0.386 -0.745
H 10.852 3.385 -3.097
H -2.229 5.935 5.189
H 9.902 5.808 -10.519
```

Properties
DFT total energy: -7989.916830 Ha
lowest unoccupied orbital energy: -4.8 eV
HOMO level: -10.37 eV
HOMO-LUMO gap: 5.6 eV
total charge: +1

---

(2)
A gas-phase ion, C6H8IN2 (charge +1) in a non-equilibrium geometry, computed with the ωB97M-V functional and the def2-TZVPD basis.

XYZ file:
```
17
C6H8IN2 the ωB97M-V functional and the def2-TZVPD basis
I 2.391 2.044 -2.199
N -0.970 -0.391 0.399
N -2.146 -0.516 -0.218
C 2.446 -0.517 1.414
C 2.937 0.241 0.226
C 2.183 0.449 -0.897
C 0.185 -0.488 0.611
C -2.347 -0.536 -1.692
C 1.143 -0.745 1.549
H -2.497 -1.486 -1.996
H 3.977 0.633 0.407
H 3.253 -0.762 2.125
H -3.166 0.175 -1.984
H -2.721 0.160 0.289
H -1.541 -0.220 -2.273
H 1.450 -0.278 -1.162
H 0.601 -1.429 2.185
```

Properties
DFT total energy: -640.209377 Ha
lowest unoccupied orbital energy: -5.1 eV
HOMO level: -12.66 eV
HOMO-LUMO gap: 7.5 eV
total charge: +1
SMILES: CN[N+]#C/C=C\C=C\I

---

(3)
2 unconnected molecules or ions with the total composition C5H12N2O in a non-equilibrium geometry, computed with the ωB97M-V functional and the def2-TZVPD basis.

XYZ file:
```
20
C5H12N2O the ωB97M-V functional and the def2-TZVPD basis
O 0.283 -2.217 -0.123
N 0.971 -0.493 -1.483
N -0.158 -0.615 -2.326
C -0.742 1.958 0.387
C 1.122 -1.320 -0.375
C -0.818 0.549 0.812
C -1.604 -0.456 0.647
C 0.870 0.144 1.531
H 2.162 -1.376 -0.035
H -0.446 -1.593 -2.314
H -1.698 2.269 -0.037
H 1.799 -0.181 -1.967
H 0.030 2.078 -0.378
H 0.551 0.710 2.407
H -2.615 -0.437 0.268
H -0.928 -0.094 -1.906
H 1.663 0.756 1.105
H -0.487 2.607 1.228
H -1.040 -1.484 0.539
H 1.084 -0.805 2.017
```

Properties
DFT total energy: -382.313062 Ha
lowest unoccupied orbital energy: 0.8 eV
HOMO level: -9.30 eV
HOMO-LUMO gap: 10.1 eV
total charge: 0
SMILES: C=C(C)C.NNC=O

---

(4)
A single C8H13N molecule in a non-equilibrium geometry, computed with the ωB97M-V functional and the def2-TZVPD basis.

XYZ file:
```
22
C8H13N the ωB97M-V functional and the def2-TZVPD basis
N -0.706 1.249 1.616
C -0.067 0.105 -0.457
C -1.292 -1.813 0.818
C 2.496 -0.047 -0.993
C -1.328 -0.544 0.051
C 1.079 -0.840 -0.817
C -0.395 0.880 -1.772
C 0.220 0.941 0.789
C -1.356 1.826 2.611
H -1.824 2.749 2.451
H 3.275 -0.682 -0.987
H 0.978 -1.370 -1.757
H 0.020 0.398 -2.610
H -1.459 0.503 -1.881
H 1.301 -1.522 -0.017
H 2.477 0.662 -0.183
H -2.163 -2.450 0.712
H 2.597 0.497 -1.955
H -0.391 -2.411 0.748
H -0.185 1.982 -1.679
H -1.846 1.263 3.362
H -1.431 -1.375 1.951
```

Properties
DFT total energy: -367.099904 Ha
lowest unoccupied orbital energy (alpha / beta): 0.3 / 0.3 eV
HOMO level (alpha / beta): -7.66 / -7.66 eV
HOMO-LUMO gap (alpha / beta): 7.9 / 7.9 eV
total charge: 0

---

(5)
A molecular structure, C54H58ClN3O4PW in a non-equilibrium geometry, computed with the ωB97M-V functional and the def2-TZVPD basis.

XYZ file:
```
122
C54H58ClN3O4PW the ωB97M-V functional and the def2-TZVPD basis
W 0.378 -0.166 0.105
Cl 1.849 -2.236 0.743
P 1.007 0.167 2.730
O -0.491 2.338 1.430
O 2.740 -1.493 -1.827
O 4.245 0.462 0.220
O 2.168 0.468 0.153
N 3.266 0.193 0.826
N 0.452 0.325 -2.049
N -0.537 0.976 -1.266
C 1.592 1.217 -2.390
C 1.556 2.759 3.607
C -1.764 -3.743 -2.238
C 2.124 1.532 3.261
C -2.467 -0.988 -2.993
C -2.079 -3.361 -4.679
C -3.480 -2.802 -4.416
C -1.518 -0.193 3.937
C 0.154 0.686 5.398
C 2.493 0.919 -3.405
C 1.843 2.339 -1.604
C 3.521 -3.519 4.100
C -3.095 0.262 0.445
C -3.156 -3.166 -1.976
C 3.644 1.678 -3.595
C -2.095 -3.426 2.149
C -1.144 2.106 -1.826
C 3.874 2.778 -2.783
C -1.854 3.123 -0.937
C -0.130 0.483 -4.417
C -5.390 -0.089 1.057
C 0.065 -0.475 -3.283
C 3.176 -2.532 5.010
C 3.224 4.297 -0.882
C -3.721 -1.772 1.581
C -3.393 -3.015 2.162
C -0.570 3.753 1.204
C 2.354 3.812 4.024
C -0.626 1.717 -4.310
C 3.118 -3.404 2.782
C -0.738 0.604 6.454
C 4.303 2.442 3.750
C 1.997 -1.302 3.288
C -1.309 -1.397 0.959
C 2.974 3.119 -1.784
C -1.094 -2.626 1.565
C 2.354 -2.313 2.404
C -2.014 0.094 6.266
C -0.927 4.137 -0.237
C -0.716 -2.628 -2.224
C 2.436 -1.436 4.604
C -1.080 -2.201 -4.645
C -3.496 -2.125 -3.045
C -1.730 -4.405 -3.617
C 3.507 1.378 3.354
C -1.062 -1.545 -3.248
C -2.413 -0.276 4.993
C -4.387 0.707 0.476
C -0.212 0.249 4.121
C -5.054 -1.299 1.593
C 4.612 1.289 -4.678
C -2.698 -0.981 0.987
C 3.731 3.659 4.084
C -1.127 2.412 -3.145
H 5.376 2.316 3.798
H 0.954 -1.080 -3.471
H -2.523 3.676 -1.591
H -4.173 -3.618 2.608
H -3.190 -2.711 -0.989
H -1.386 -1.463 -5.390
H -2.046 -3.825 -5.668
H -2.700 -0.238 -3.754
H -3.746 -2.086 -5.199
H 4.283 4.546 -0.861
H -5.814 -1.935 2.032
H -2.449 -5.228 -3.656
H -4.218 -3.609 -4.442
H -0.736 -4.818 -3.812
H -4.651 1.663 0.039
H 5.590 1.731 -4.500
H -1.386 2.008 1.584
H -2.486 2.649 -0.187
H -1.522 -4.478 -1.464
H 0.269 -3.051 -2.453
H -0.027 4.271 -0.837
H -2.519 -0.510 -2.015
H -0.659 -2.175 -1.230
H -2.693 -0.003 7.103
H -3.419 -0.631 4.808
H -0.432 0.940 7.436
H 4.717 0.206 -4.742
H 4.355 4.483 4.402
H 3.974 0.432 3.129
H 3.393 -4.150 2.048
H -0.111 -3.062 1.622
H 3.481 -2.619 6.044
H 2.896 4.080 0.137
H -1.813 -4.370 2.595
H 3.374 -0.773 -1.698
H -0.697 2.293 -5.226
H -4.489 -1.708 -2.850
H -0.080 -2.562 -4.914
H -1.846 -0.478 2.957
H -2.319 0.852 -0.007
H 2.194 -0.670 5.324
H 4.779 3.361 -2.912
H 1.127 1.120 5.577
H -1.420 5.109 -0.193
H -1.597 3.355 -3.394
H 2.352 0.079 -4.067
H 1.898 4.751 4.308
H -6.414 0.258 1.077
H -3.895 -3.973 -2.000
H 0.409 4.154 1.467
H 4.108 -4.373 4.407
H 2.675 5.175 -1.231
H 3.251 -2.303 -1.718
H 4.247 1.644 -5.644
H 1.180 2.587 -0.792
H 0.205 0.145 -5.389
H 0.483 2.877 3.576
H -1.307 4.169 1.895
```

Properties
DFT total energy: -3426.058341 Ha
lowest unoccupied orbital energy (alpha / beta): -3.1 / -3.1 eV
HOMO level (alpha / beta): -10.01 / -10.24 eV
HOMO-LUMO gap (alpha / beta): 6.9 / 7.2 eV
total charge: +1
expectation value of S²: 2.03
2S+1: 3

---

(6)
A molecular structure, C17H35N2O4ReS4SbSi in a non-equilibrium geometry, computed with the ωB97M-V functional and the def2-TZVPD basis.

XYZ file:
```
65
C17H35N2O4ReS4SbSi the ωB97M-V functional and the def2-TZVPD basis
Re 1.636 1.245 -0.654
Sb 6.854 -1.555 -2.277
S 3.661 -1.320 -0.646
S 4.393 -1.545 -2.546
S 3.832 0.697 -0.211
S 7.132 -0.923 -0.198
Si -0.899 -0.947 0.002
O -1.980 0.220 -0.271
O 0.546 -0.092 -0.226
O -0.890 -2.157 -1.056
O -0.961 -1.505 1.504
N 2.437 3.118 0.135
N 2.426 4.994 1.259
C 3.620 4.941 0.587
C 1.963 6.081 2.111
C -1.463 -3.583 -2.848
C -4.016 1.302 -0.805
C -3.428 0.769 1.576
C -4.020 -1.080 -0.020
C -0.872 -2.677 3.550
C 0.755 2.367 -1.801
C 3.626 3.772 -0.106
C 0.562 -3.386 1.613
C 1.047 -1.240 2.822
C 1.738 3.889 0.955
C 0.743 -2.394 -2.803
C -3.374 0.290 0.132
C -0.038 -2.209 2.369
C -1.371 -1.103 -3.197
C -0.742 -2.293 -2.487
H 4.386 3.368 -0.751
H -4.464 0.863 1.903
H 1.008 3.267 -2.348
H 1.261 -1.472 -2.538
H -0.278 2.002 -1.892
H -3.949 -1.429 -1.051
H -1.317 -1.823 4.061
H -2.949 1.745 1.666
H -0.858 -0.175 -2.932
H -2.520 -3.509 -2.590
H -1.296 -1.231 -4.277
H 0.759 3.658 1.339
H -3.543 -1.811 0.637
H 1.101 -3.041 0.728
H -1.670 -3.337 3.209
H -1.378 -3.780 -3.917
H 4.353 5.724 0.667
H -0.219 -4.076 1.294
H -5.074 1.419 -0.571
H -5.075 -1.028 0.251
H 1.548 5.677 3.031
H -1.029 -4.421 -2.303
H 1.264 -3.923 2.251
H -2.425 -1.007 -2.932
H -3.925 0.971 -1.841
H -0.252 -3.222 4.262
H 2.810 6.714 2.358
H -3.530 2.273 -0.702
H 1.746 -1.749 3.487
H -2.919 0.062 2.231
H 1.613 -0.863 1.970
H 1.190 -3.219 -2.246
H 0.610 -0.398 3.361
H 1.212 6.673 1.592
H 0.892 -2.578 -3.868
```

Properties
DFT total energy: -3279.996999 Ha
lowest unoccupied orbital energy: -3.9 eV
HOMO level: -10.88 eV
HOMO-LUMO gap: 7.0 eV
total charge: +1

---

(7)
A molecular structure, C4H10Cl3MgO2 in a non-equilibrium geometry, computed with the ωB97M-V functional and the def2-TZVPD basis.

XYZ file:
```
20
C4H10Cl3MgO2 the ωB97M-V functional and the def2-TZVPD basis
Cl 9.475 -17.570 3.870
Cl 6.359 -16.138 5.448
Cl 7.635 -14.996 1.804
Mg 7.363 -16.628 3.487
O 4.993 -16.560 2.847
O 6.722 -18.311 2.597
C 5.896 -18.191 1.460
C 6.318 -19.331 3.497
C 4.039 -15.602 3.171
C 4.606 -17.493 1.861
H 5.417 -19.046 4.040
H 3.856 -18.158 2.312
H 5.644 -19.171 1.034
H 3.762 -15.009 2.286
H 6.434 -17.601 0.723
H 7.148 -19.497 4.181
H 3.129 -16.065 3.584
H 4.487 -14.958 3.922
H 6.163 -20.266 2.947
H 4.170 -16.959 1.008
```

Properties
DFT total energy: -1889.822721 Ha
lowest unoccupied orbital energy: 3.1 eV
HOMO level: -5.38 eV
HOMO-LUMO gap: 8.4 eV
total charge: -1

---

(8)
A molecular structure, C6H14ClI2IrNO2P in a non-equilibrium geometry, computed with the ωB97M-V functional and the def2-TZVPD basis.

XYZ file:
```
28
C6H14ClI2IrNO2P the ωB97M-V functional and the def2-TZVPD basis
Ir -0.015 -0.489 0.391
I 5.575 0.830 -1.150
I 5.411 -2.052 -1.127
Cl -2.299 -0.507 1.115
P -0.901 -0.392 -1.555
O 0.582 -0.516 2.293
O 2.893 -0.419 -0.416
N 0.811 0.111 4.390
C -0.205 1.753 2.916
C 0.317 -0.362 -2.920
C 0.401 0.406 3.154
C -1.962 -1.839 -1.942
C 1.764 -0.448 -0.157
C -1.965 1.070 -1.863
H 0.764 0.793 5.133
H 0.311 2.231 2.075
H -1.341 1.972 -1.781
H 0.933 0.540 -2.823
H 0.952 -1.254 -2.857
H -2.387 0.988 -2.880
H -2.379 -1.722 -2.956
H -0.110 2.378 3.820
H 1.221 -0.798 4.577
H -1.354 -2.751 -1.896
H -0.216 -0.348 -3.883
H -1.267 1.634 2.661
H -2.771 -1.894 -1.206
H -2.763 1.083 -1.109
```

Properties
DFT total energy: -1942.338634 Ha
lowest unoccupied orbital energy (alpha / beta): -10.6 / -14.9 eV
HOMO level (alpha / beta): -18.61 / -19.55 eV
HOMO-LUMO gap (alpha / beta): 8.0 / 4.7 eV
total charge: +3
expectation value of S²: 8.78
2S+1: 6